Here is C50H56IO2PPdSe as an isolated structure in a non-equilibrium geometry from the OMol25 dataset. Energies are from ωB97M-V/def2-TZVPD.

Last column: Löwdin spin population.
Element x y z (Å)
Pd 1.015520 0.756733 -1.129924  1.129
C -0.939425 -5.413219 3.317885  0.000
C -1.171769 -5.273225 1.806317  0.001
C -2.677112 -5.124230 1.557649  0.000
C -0.686736 -6.546992 1.098243  0.000
C -0.379860 -4.083697 1.285339  0.008
C -0.973941 -3.000002 0.667255  0.006
C -0.190472 -1.968509 0.183892  0.018
Se -1.107432 -0.454314 -0.599699  0.171
C -1.422284 0.519318 1.057294  0.016
C -2.516369 0.149051 1.819670  0.005
C -2.694019 0.682987 3.083137  0.003
C -1.698519 1.548567 3.550600  0.001
C -0.591924 1.933605 2.827191  0.010
C -0.448959 1.458638 1.481250  0.018
O 0.461835 1.892720 0.690300  0.199
C 0.479533 2.851412 3.402608  0.000
C 0.168202 3.310858 4.831433  0.000
C 0.610883 4.107842 2.530709  0.003
C 1.805522 2.076453 3.430894  0.000
C -3.888282 0.367537 3.972073  0.000
C -3.404086 -0.279115 5.278117  0.000
C -4.873550 -0.590663 3.296902  0.000
C -4.632303 1.672525 4.293162  0.000
C 1.215634 -1.935857 0.280508  0.005
O 1.917167 -0.984057 -0.227735  0.112
C 1.820092 -3.038465 0.957082  0.008
C 1.013759 -4.057566 1.416127  -0.001
C 3.333038 -3.016470 1.140433  0.001
C 3.699337 -1.777296 1.974151  0.000
C 4.018703 -2.966247 -0.234387  0.002
C 3.852742 -4.254209 1.878625  0.000
H -1.516651 -6.246626 3.714947  0.000
H 0.110088 -5.594814 3.534905  0.000
H -1.243245 -4.504726 3.834680  0.000
H -3.204290 -5.997909 1.937014  0.000
H -3.073028 -4.249233 2.069077  0.000
H -2.891268 -5.043455 0.493886  0.000
H -1.248950 -7.410220 1.450058  0.000
H -0.823959 -6.458906 0.021900  0.000
H 0.367664 -6.725292 1.294349  0.000
H -2.042140 -2.922276 0.531742  0.003
H -3.205740 -0.564160 1.392552  0.003
H -1.819020 1.943582 4.544715  0.001
H -0.758361 3.878704 4.871856  0.000
H 0.100788 2.471034 5.518794  0.000
H 0.968231 3.960539 5.179484  0.000
H -0.336071 4.645523 2.503191  0.000
H 1.372372 4.768936 2.939718  0.000
H 0.888231 3.838474 1.515587  0.001
H 1.716883 1.210399 4.085545  0.000
H 2.071326 1.730996 2.435104  0.000
H 2.610337 2.708315 3.801873  0.000
H -2.836955 -1.183278 5.068087  0.000
H -2.767295 0.397090 5.841205  0.000
H -4.253497 -0.542648 5.905435  0.000
H -4.402333 -1.545437 3.075600  0.000
H -5.718098 -0.781576 3.956510  0.000
H -5.261428 -0.165003 2.374523  0.000
H -3.995858 2.366949 4.834294  0.000
H -4.960158 2.157752 3.376270  0.000
H -5.506753 1.464658 4.906407  0.000
H 1.475388 -4.901068 1.901746  0.000
H 3.359958 -0.867941 1.485196  0.000
H 3.231600 -1.840666 2.955767  0.000
H 4.777055 -1.710906 2.109527  0.000
H 3.727477 -2.070466 -0.776538  0.000
H 5.100132 -2.960641 -0.113809  0.000
H 3.742682 -3.840655 -0.823041  0.000
H 3.419583 -4.328945 2.874388  0.000
H 3.635043 -5.164062 1.322023  0.000
H 4.933447 -4.181823 1.988800  0.000
I 3.393564 2.042425 -1.458452  0.095
C 3.589628 3.072813 -3.365259  0.005
C 4.825988 3.676694 -3.457098  0.005
C 5.234316 4.353036 -4.606794  0.001
C 4.386452 4.403148 -5.672874  0.000
C 3.111481 3.811768 -5.609599  0.000
C 2.305986 3.915481 -6.759242  -0.001
C 1.055365 3.373251 -6.794007  0.002
C 0.577952 2.729877 -5.656428  0.005
C 1.323243 2.604629 -4.496690  0.020
P 0.365399 1.737912 -3.183124  0.075
C 0.070089 0.143598 -4.046486  0.016
C 1.051080 -0.831774 -3.850137  0.016
C 0.905284 -2.096699 -4.386503  0.002
C -0.229454 -2.407316 -5.120769  0.002
C -1.196906 -1.440840 -5.336231  0.003
C -1.050497 -0.168642 -4.807884  0.003
C -1.216946 2.623459 -3.136041  0.003
C -2.349856 1.963510 -2.655341  0.004
C -3.462041 2.681683 -2.258598  0.000
C -3.450589 4.066814 -2.295303  0.005
C -2.333473 4.731801 -2.776828  -0.001
C -1.230449 4.016670 -3.203497  0.004
C 2.649607 3.127968 -4.430811  0.000
H 5.501126 3.609326 -2.617807  0.003
H 6.209886 4.810693 -4.647189  0.000
H 4.676001 4.893793 -6.589940  0.000
H 2.711009 4.437708 -7.613253  0.000
H 0.445707 3.441677 -7.681083  0.000
H -0.418843 2.314663 -5.682267  0.001
H 1.945178 -0.595655 -3.271091  0.006
H 1.665109 -2.843436 -4.212454  0.000
H -0.362078 -3.402606 -5.518707  0.000
H -2.084736 -1.677664 -5.905212  0.000
H -1.820654 0.571234 -4.974627  0.000
H -2.360033 0.881603 -2.582620  0.001
H -4.323687 2.152675 -1.880352  0.000
H -4.305692 4.623882 -1.944026  0.000
H -2.301754 5.811923 -2.783355  0.000
H -0.359879 4.534584 -3.582491  0.000

Cartesian forces (eV/Å) of the 3 atoms listed first:
-0.2 -0.3 0.9
-0.1 0.0 -0.2
-0.1 -0.1 0.1

Properties
* calculated total energy: -143069.755 eV
* ⟨S²⟩: 2.0106
* largest force on an atom: 2.0 eV/A
* energy above the lowest of the compared OMol25 structures with the same formula, charge and spin: 0.00 kJ/mol
* HOMO (alpha / beta): -0.2545 / -0.2529 hartree
* orbital gap (alpha / beta): 6.36 / 5.50 eV
* total charge: 0
* 2S+1: 3

Here is C50H59BIN4OReS as an isolated structure in a non-equilibrium geometry from the OMol25 dataset. Energies are from ωB97M-V/def2-TZVPD.

Last column: Löwdin spin population.
Element x y z (Å)
Re -0.029239 0.048075 -0.254528  2.296
C -2.876766 -0.694131 1.224554  0.004
N -2.327884 0.501527 0.548848  0.011
C -3.331691 1.004391 -0.397491  0.003
C -2.025714 1.536294 1.558187  0.010
C -0.829925 1.145794 2.375910  0.037
C -0.752695 1.472085 3.724061  -0.008
C 0.386461 1.163206 4.455505  0.048
C 1.452770 0.519882 3.834723  -0.006
C 1.375640 0.180424 2.492269  0.040
C 0.236373 0.488348 1.753060  -0.015
H -3.811072 -0.432202 1.734121  0.000
H -2.165085 -1.074526 1.948915  0.000
H -3.072330 -1.473399 0.491800  0.000
H -4.261971 1.257526 0.121992  0.000
H -3.553124 0.240197 -1.142321  0.000
H -2.966868 1.899193 -0.898637  0.000
H -2.897553 1.716433 2.197785  0.000
H -1.823530 2.471423 1.023418  0.003
H -1.587092 1.976258 4.202519  -0.001
H 0.438469 1.417824 5.506965  0.003
H 2.343413 0.268297 4.398919  -0.001
H 2.202987 -0.335774 2.017225  0.000
I -2.963881 0.078269 -5.155003  -0.001
C -2.005583 1.255167 -3.747215  0.001
C -2.128536 2.638967 -3.740427  0.019
C -1.440313 3.366363 -2.783437  0.002
C -0.670473 2.706750 -1.844200  0.028
N -0.563616 1.366261 -1.847072  0.031
C -1.205458 0.656143 -2.800125  0.027
H -2.740217 3.138937 -4.481494  0.001
H -1.496532 4.446427 -2.756218  0.000
H -0.102828 3.243115 -1.092685  0.004
H -1.067166 -0.424631 -2.799529  0.004
C 1.880680 3.710638 2.004116  0.000
C 2.928950 3.053300 1.105451  0.000
C 4.339492 3.469189 1.536495  0.000
C 2.701893 3.380763 -0.357549  0.002
C 2.525817 4.709030 -0.746589  0.000
C 2.387335 5.053133 -2.080980  0.000
C 2.432767 4.067573 -3.057582  0.001
C 2.609215 2.729826 -2.717440  0.001
C 2.710884 1.682902 -3.815403  0.000
C 4.100931 1.709593 -4.462413  0.000
C 1.640478 1.856546 -4.897762  0.000
C 2.729389 2.398488 -1.355045  0.004
N 2.973055 1.026471 -1.015695  0.029
B 2.068847 -0.079150 -0.727976  0.018
N 2.938302 -1.227996 -0.751693  0.034
C 4.244902 -0.813034 -1.014275  0.018
C 4.271365 0.524786 -1.158372  0.018
C 2.638693 -2.636341 -0.768792  0.001
C 3.024466 -3.426005 0.313194  0.002
C 2.821580 -4.801868 0.231579  0.000
C 2.263627 -5.371426 -0.898503  0.000
C 1.854608 -4.564316 -1.950494  0.001
C 2.018326 -3.184831 -1.901013  0.001
C 1.570754 -2.324740 -3.073607  -0.001
C 0.215305 -2.753004 -3.639736  -0.001
C 2.641941 -2.295294 -4.168065  0.000
C 3.641104 -2.827986 1.566945  0.000
C 2.737849 -3.071540 2.780601  0.002
C 5.051011 -3.370909 1.816731  0.000
H 2.011565 3.385233 3.038239  0.000
H 0.867435 3.437149 1.699612  0.000
H 1.960200 4.800211 1.984889  0.000
H 2.849310 1.974621 1.220264  0.000
H 4.485329 4.544070 1.397549  0.000
H 5.102158 2.947615 0.953517  0.000
H 4.500752 3.239323 2.592962  0.000
H 2.517448 5.488157 0.007562  0.000
H 2.268187 6.092991 -2.364150  0.000
H 2.346786 4.345899 -4.103335  0.000
H 2.575753 0.700953 -3.359631  -0.001
H 4.284259 2.681308 -4.930886  0.000
H 4.178072 0.939364 -5.234370  0.000
H 4.888540 1.533174 -3.729226  0.000
H 1.859358 2.708419 -5.547934  0.000
H 0.650672 2.014132 -4.466872  0.000
H 1.598531 0.966656 -5.532411  0.000
H 5.062375 -1.515750 -1.076555  0.001
H 5.115487 1.168006 -1.357787  0.001
H 3.097425 -5.439837 1.064543  0.000
H 2.131012 -6.445623 -0.950659  0.000
H 1.404182 -5.019796 -2.825455  0.000
H 1.451692 -1.303695 -2.706833  0.000
H 0.274553 -3.706538 -4.168989  0.000
H -0.143008 -2.011240 -4.361380  0.000
H -0.528666 -2.856681 -2.843624  0.000
H 2.833865 -3.307409 -4.535797  0.000
H 3.582661 -1.889987 -3.786813  0.000
H 2.321251 -1.680076 -5.015710  0.000
H 3.723709 -1.751406 1.420110  0.000
H 2.592035 -4.141295 2.951641  0.000
H 1.754000 -2.616955 2.631934  0.001
H 3.184521 -2.643632 3.683654  0.000
H 5.020924 -4.438328 2.052741  0.000
H 5.517996 -2.854356 2.659156  0.000
H 5.690416 -3.240974 0.940468  0.000
C 1.653613 -10.404132 2.487093  0.001
C 1.213318 -9.026062 2.065052  0.003
O 1.883810 -8.276994 1.413312  0.000
S -0.438385 -8.619716 2.673604  0.004
C -0.553287 -6.945633 2.113333  0.031
C -0.309366 -5.901975 3.000469  -0.005
C -0.286763 -4.597235 2.537335  0.033
C -0.499602 -4.328313 1.180327  0.022
C -0.807181 -5.376092 0.312890  0.033
C -0.833247 -6.678577 0.778289  -0.005
C -0.330189 -2.988476 0.700250  0.223
C -0.108254 -1.830218 0.374182  -0.012
H 2.228030 -10.861215 1.683770  0.000
H 0.809197 -11.037213 2.759635  0.000
H 2.303895 -10.297682 3.357336  0.000
H -0.121039 -6.118314 4.044824  -0.001
H -0.070535 -3.777429 3.211424  0.002
H -1.003653 -5.162975 -0.731011  0.001
H -1.048001 -7.496429 0.102241  -0.001

Cartesian forces (eV/Å) of the 3 atoms listed first:
-0.1 -0.9 1.5
-0.1 0.1 0.0
0.2 -0.1 0.0

Properties
* calculated total energy: -82553.122 eV
* ⟨S²⟩: 3.8176
* largest force on an atom: 1.7 eV/A
* energy above the lowest of the compared OMol25 structures with the same formula, charge and spin: 0.00 kJ/mol
* HOMO (alpha / beta): -0.3665 / -0.3717 hartree
* orbital gap (alpha / beta): 6.73 / 6.20 eV
* total charge: +1
* 2S+1: 4